17
Properties=species:S:1:pos:R:3:forces:R:3 method="wB97M-V/def2-TZVPD" max_force_ev_per_a=0.43 lumo_ev=0.61 homo_ev=-7.49 spin_multiplicity=1 homo_lumo_gap_ev=8.102
C -0.646 -0.888 -1.918 0.086 0.103 -0.029
C -0.048 -0.513 -0.590 -0.172 -0.391 -0.067
C 0.990 1.375 -0.103 0.274 0.261 -0.011
C 1.230 0.404 0.900 0.087 0.114 0.274
C -0.015 0.108 1.703 0.028 0.024 0.042
C -1.002 -0.172 0.556 -0.026 0.008 -0.001
O 1.045 -1.089 -0.251 -0.158 -0.049 -0.063
H -1.317 -1.742 -1.751 0.070 0.131 0.011
H 0.142 -1.196 -2.608 -0.113 0.100 0.077
H -1.234 -0.077 -2.355 0.077 -0.044 0.130
H 0.320 2.187 0.182 -0.058 -0.213 -0.183
H 1.816 1.669 -0.751 -0.151 -0.089 0.107
H 2.209 0.085 1.264 -0.234 0.074 -0.096
H -0.301 0.981 2.298 0.012 -0.123 -0.057
H 0.107 -0.751 2.366 0.035 0.120 -0.114
H -1.639 -1.052 0.738 0.083 0.109 -0.026
H -1.657 0.670 0.321 0.161 -0.136 0.006